(1)
{"formula": "C42H41FNO28PSSi", "method": "ωB97M-V with the def2-TZVPD basis set", "elements": ["C", "P", "O", "N", "C", "C", "O", "Si", "C", "C", "C", "S", "O", "O", "F", "H", "H", "H", "H", "H", "H", "H", "H", "H", "H", "H", "H", "H", "H", "H", "H", "H", "O", "C", "C", "C", "O", "C", "O", "C", "C", "O", "H", "H", "H", "H", "O", "C", "C", "C", "O", "C", "O", "C", "C", "O", "H", "H", "H", "H", "O", "C", "C", "C", "O", "C", "O", "C", "C", "O", "H", "H", "H", "H", "O", "C", "C", "C", "O", "C", "O", "C", "C", "O", "H", "H", "H", "H", "O", "C", "C", "C", "O", "C", "O", "C", "C", "O", "H", "H", "H", "H", "O", "C", "C", "C", "O", "C", "O", "C", "C", "O", "H", "H", "H", "H"], "positions_angstrom": [[1.31443, -1.64007, -0.43881], [2.26133, -1.83593, -1.97763], [1.14190, -2.46317, -3.00694], [2.52634, -0.21283, -2.60609], [1.72515, 0.86029, -1.95369], [0.27677, 0.85996, -2.46728], [-0.67108, 0.80827, -1.40213], [-2.10464, -0.01237, -1.79657], [-3.36819, 0.61458, -0.58085], [-1.98828, -1.87103, -1.58490], [-2.70296, 0.36222, -3.53751], [4.13362, 0.23927, -2.69184], [4.45983, 0.53177, -4.03953], [4.43463, 1.18220, -1.67580], [4.89492, -1.06024, -2.33477], [1.95891, -1.22455, 0.33425], [0.43908, -0.99860, -0.51752], [0.98768, -2.63495, -0.14703], [1.40615, -3.38150, -3.12619], [1.78956, 0.86265, -0.86890], [2.14012, 1.81158, -2.27621], [0.12900, 1.80427, -2.99409], [0.11518, 0.08305, -3.21881], [-3.07319, 0.38367, 0.44122], [-3.51708, 1.68404, -0.69861], [-4.32001, 0.12805, -0.79396], [-1.00081, -2.27915, -1.78136], [-2.21083, -2.09205, -0.53991], [-2.70808, -2.38300, -2.21967], [-2.42366, 1.34899, -3.89895], [-3.79224, 0.34145, -3.48531], [-2.39286, -0.42742, -4.21789], [0.95200, 6.80434, -0.82546], [-0.01142, 6.15141, -0.47141], [-1.06401, 6.66085, 0.39394], [-2.07864, 5.86191, 0.74486], [-3.07530, 6.25583, 1.53225], [-2.16793, 4.44076, 0.27031], [-3.11639, 3.77084, 0.64509], [-1.12878, 3.93960, -0.60949], [-0.11595, 4.73542, -0.96460], [0.87158, 4.34415, -1.76602], [-0.98912, 7.68490, 0.73118], [-3.66550, 5.48460, 1.62797], [-1.21452, 2.91618, -0.95018], [1.46910, 5.11213, -1.85157], [1.39027, -5.40908, -1.96968], [1.79764, -6.48393, -2.38189], [0.92801, -7.59967, -2.69567], [1.46128, -8.74994, -3.13025], [0.73647, -9.81430, -3.43961], [2.94823, -8.92210, -3.30140], [3.34409, -10.00911, -3.68405], [3.81763, -7.79859, -3.00713], [3.28177, -6.64915, -2.57485], [4.01861, -5.57998, -2.28453], [-0.13638, -7.46355, -2.56715], [1.37204, -10.50100, -3.72049], [4.88659, -7.94181, -3.15106], [3.40920, -4.87922, -1.98526], [-3.49607, 2.42667, 3.19536], [-4.49597, 1.80735, 3.50796], [-4.74434, 1.30055, 4.84484], [-5.86769, 0.61434, 5.09420], [-6.16752, 0.12006, 6.28705], [-6.89276, 0.34409, 4.02486], [-7.87443, -0.30349, 4.34001], [-6.65639, 0.86815, 2.69445], [-5.53400, 1.55935, 2.44016], [-5.25255, 2.06528, 1.25122], [-4.00190, 1.49692, 5.60526], [-7.02923, -0.32836, 6.18309], [-7.40583, 0.68150, 1.93866], [-4.38091, 2.51095, 1.33116], [3.44287, -0.05922, 3.80801], [2.63603, 0.78088, 3.45493], [1.19872, 0.62579, 3.57167], [0.38370, 1.59997, 3.13866], [-0.93482, 1.51016, 3.21938], [0.92484, 2.86737, 2.52261], [0.12827, 3.69774, 2.12448], [2.36278, 3.03075, 2.42549], [3.17318, 2.05666, 2.86289], [4.49363, 2.13304, 2.80844], [0.82539, -0.28794, 4.01194], [-1.31792, 2.32783, 2.84657], [2.73878, 3.94798, 1.99432], [4.83065, 1.29619, 3.18255], [-6.52529, 8.39485, 4.40734], [-6.22763, 9.17524, 3.52228], [-5.14624, 8.95869, 2.57879], [-4.88473, 9.88456, 1.64663], [-3.91544, 9.76139, 0.74878], [-5.68089, 11.15813, 1.54354], [-5.36426, 11.95216, 0.67785], [-6.77688, 11.36550, 2.47371], [-7.03955, 10.43777, 3.40386], [-8.02201, 10.55198, 4.28754], [-4.57801, 8.04301, 2.66095], [-3.94900, 10.57201, 0.20498], [-7.35201, 12.27573, 2.38159], [-7.98383, 9.74669, 4.83860], [6.57320, -8.87164, -3.21396], [7.52199, -9.29961, -2.57854], [8.30859, -8.50405, -1.66010], [9.34589, -9.06744, -1.02383], [10.11513, -8.41177, -0.16963], [9.72408, -10.51093, -1.23625], [10.69039, -10.93269, -0.63036], [8.91724, -11.31084, -2.13966], [7.87799, -10.74848, -2.77191], [7.08933, -11.41223, -3.60486], [8.03066, -7.46905, -1.51866], [10.78577, -9.05213, 0.13832], [9.18503, -12.34933, -2.27146], [6.41281, -10.77900, -3.91625]], "atomic_forces_ev_per_a": [[-0.3608, 0.7565, -0.2534], [0.8069, -1.2745, -0.0789], [-0.1752, 0.5760, 0.1610], [0.0912, -0.5727, 1.5757], [-0.2343, 0.7664, -0.9738], [0.0833, 0.4168, 0.1118], [-0.3350, -0.6950, -0.5693], [-0.4304, 0.1178, 0.3354], [0.3029, -0.1383, -0.4228], [0.3513, 0.2900, 0.2625], [0.0979, -0.0547, 0.4612], [-0.2917, 0.8250, -0.8088], [0.0133, -0.1712, -0.0224], [0.0248, -0.0536, 0.3529], [0.0672, -0.2242, 0.0358], [0.1699, -0.0888, 0.0702], [-0.0578, -0.0051, 0.0318], [0.1237, -0.1661, -0.0118], [-0.1791, -0.1982, -0.1793], [-0.1026, -0.2422, 0.0748], [0.1750, 0.0329, 0.0953], [-0.0622, 0.0683, -0.0508], [0.1229, -0.2717, 0.1580], [-0.0318, 0.0949, 0.1382], [-0.0020, 0.1061, 0.1254], [-0.0880, -0.0724, 0.0965], [0.0298, -0.0535, -0.2509], [-0.1088, -0.1266, 0.0440], [-0.1108, -0.0287, -0.0303], [0.1320, 0.0050, -0.1682], [-0.0977, -0.0468, -0.0501], [0.1146, 0.1378, -0.2556], [0.0895, -0.1086, -0.1131], [-0.1724, 0.2319, 0.2575], [0.1131, 0.0606, -0.0820], [0.0614, 0.2836, 0.0921], [-0.0856, -0.1544, -0.0023], [0.5002, -0.2254, -0.3287], [-0.1302, 0.2889, 0.0676], [-0.4175, -0.1763, -0.0467], [-0.0507, -0.1770, -0.0481], [0.0111, 0.1098, 0.0656], [-0.0247, -0.0036, 0.0198], [0.0057, -0.0362, 0.0378], [0.1057, -0.0373, 0.0378], [0.0350, 0.0292, 0.0043], [0.1425, 0.2559, -0.0908], [-0.2371, -0.2231, -0.0419], [-0.0464, 0.1676, 0.0798], [-0.2722, 0.0342, 0.0300], [0.1249, -0.0229, -0.0139], [0.3683, 0.2187, 0.0390], [-0.1620, -0.1048, -0.0295], [0.1434, -0.1492, -0.1179], [0.2623, -0.0089, -0.0076], [-0.2139, -0.0361, 0.0009], [-0.0040, -0.0257, 0.0003], [0.0333, -0.0337, -0.0074], [-0.4135, 0.1881, 0.0857], [0.0356, 0.0585, 0.0353], [-0.0995, 0.1039, -0.1414], [-0.0214, -0.1349, 0.4104], [0.1451, 0.1057, -0.0710], [0.1993, 0.0611, 0.1932], [-0.0800, -0.0309, -0.0788], [-0.0802, 0.0937, -0.4516], [0.0118, -0.0412, 0.2112], [-0.1182, -0.1136, 0.1291], [-0.1919, -0.0395, -0.2793], [0.0589, 0.0711, 0.5003], [-0.0065, -0.0208, 0.0143], [-0.0420, -0.0260, -0.0167], [0.0204, 0.0139, -0.0281], [0.0009, 0.0697, -0.2626], [0.1952, 0.0550, -0.0356], [-0.3983, -0.1636, 0.1040], [0.1886, -0.0947, 0.0130], [-0.1315, -0.2358, 0.0781], [0.2997, 0.1586, -0.1428], [0.3003, 0.1073, -0.1100], [-0.2265, -0.0380, 0.1189], [-0.1154, 0.0758, -0.0405], [0.0733, 0.2497, -0.1291], [-0.0140, -0.1083, 0.0624], [-0.0367, 0.0065, -0.0078], [-0.1576, -0.0332, 0.0717], [0.0247, -0.0100, -0.0037], [0.0123, -0.0418, -0.0004], [-0.1640, 0.0666, 0.0847], [0.3097, -0.1559, -0.2084], [-0.0304, -0.1431, 0.1329], [0.1137, -0.2433, 0.0510], [-0.0460, 0.1103, -0.0181], [-0.3227, 0.1770, 0.1885], [0.1433, -0.0815, -0.1064], [0.0599, 0.0892, -0.1234], [-0.1263, 0.2444, -0.0469], [0.0580, -0.1056, 0.0247], [0.0490, 0.0264, -0.0305], [-0.0016, 0.0436, -0.0187], [-0.0113, -0.0020, 0.0245], [0.0091, -0.0350, 0.0288], [0.2880, -0.2287, -0.1023], [0.1122, 0.2707, 0.1824], [-0.1356, 0.0599, -0.0849], [-0.1070, 0.2548, 0.0058], [0.0554, -0.1153, -0.0005], [-0.1490, -0.3389, -0.2313], [0.0720, 0.1500, 0.1265], [0.1448, -0.0307, 0.0933], [0.0565, -0.2899, -0.0219], [-0.0261, 0.1522, 0.0091], [0.0296, 0.0046, 0.0129], [0.0333, -0.0278, 0.0064], [-0.0160, -0.0045, -0.0220], [-0.0487, -0.0008, 0.0094]], "lowdin_charge": [-0.23, 0.88, -0.29, -0.34, -0.22, -0.23, -0.26, 0.44, -0.15, -0.14, -0.15, 0.53, -0.24, -0.25, -0.18, 0.05, 0.02, 0.05, 0.01, 0.11, 0.10, 0.12, 0.11, 0.04, 0.02, 0.05, 0.00, 0.04, 0.04, 0.03, 0.03, 0.03, 0.11, -0.31, 0.09, -0.23, 0.11, -0.28, 0.07, 0.08, -0.23, 0.11, 0.14, 0.12, 0.11, 0.12, 0.07, -0.30, 0.07, -0.23, 0.12, -0.30, 0.11, 0.08, -0.22, 0.11, 0.14, 0.12, 0.10, 0.09, 0.09, -0.29, 0.08, -0.24, 0.12, -0.32, 0.10, 0.07, -0.23, 0.09, 0.14, 0.12, 0.13, 0.06, 0.10, -0.32, 0.07, -0.22, 0.11, -0.29, 0.11, 0.08, -0.24, 0.12, 0.14, 0.09, 0.14, 0.12, 0.11, -0.31, 0.08, -0.23, 0.11, -0.31, 0.11, 0.07, -0.24, 0.12, 0.12, 0.12, 0.14, 0.12, 0.08, -0.29, 0.08, -0.23, 0.12, -0.31, 0.11, 0.08, -0.23, 0.12, 0.14, 0.12, 0.14, 0.12], "homo_lumo_gap_ha": 0.2737, "total_charge": 0, "total_energy_ha": -4915.5069}


(2)
{"formula": "C2H4N6", "method": "ωB97M-V with the def2-TZVPD basis set", "elements": ["H", "N", "C", "N", "C", "N", "N", "N", "N", "H", "H", "H"], "positions_angstrom": [[3.37565, -1.07151, -0.07293], [2.99239, -0.05993, -0.04193], [1.65372, -0.11625, -0.03945], [1.01060, 1.14932, -0.02267], [-0.31585, 1.05935, -0.00191], [-0.85785, -0.10743, -0.14006], [-2.35367, -0.40345, 0.00237], [-0.19790, -1.39382, -0.15486], [0.98772, -1.29973, 0.11412], [-0.88795, 1.97257, 0.04811], [-2.54344, -0.09653, 1.03384], [-2.86343, 0.36740, -0.72463]], "atomic_forces_ev_per_a": [[-0.9411, 1.9073, 0.2657], [-2.7893, -2.5045, -0.5769], [5.2134, 3.5961, 1.0876], [-2.0251, -0.8258, 0.1718], [4.3776, 1.2478, -0.1995], [-5.3761, -4.0305, -0.7795], [0.6883, 4.0238, -0.5831], [-1.1365, 2.1004, 1.3986], [0.6271, -2.3439, -1.2679], [-0.4213, -0.0505, 0.1506], [0.0677, -0.4934, -2.5156], [1.7153, -2.6268, 2.8483]], "nbo_charge": [0.34, -0.60, 0.40, -0.46, 0.25, -0.17, -0.61, 0.10, -0.19, 0.21, 0.37, 0.37], "homo_lumo_gap_ha": 0.3116, "total_charge": 0, "total_energy_ha": -406.9846}


(3)
{"formula": "C3H3NOS", "method": "ωB97M-V with the def2-TZVPD basis set", "elements": ["C", "C", "S", "H", "H", "N", "C", "O", "H"], "positions_angstrom": [[-1.34748, -1.12094, 0.06732], [-1.61857, 0.17453, 0.14311], [-1.88660, 1.71886, 0.10111], [-1.87835, -1.91393, 0.40643], [-0.26466, -1.28867, -0.27340], [1.39718, 0.69104, -0.76851], [1.99145, 0.37066, 0.23132], [2.76166, -0.09437, 0.96945], [0.84537, 1.46283, -0.87684]], "atomic_forces_ev_per_a": [[3.4442, 3.5724, -1.1528], [-0.1458, -1.0564, -0.2704], [0.0248, -0.6102, 0.1388], [-1.7728, -2.0128, 0.9281], [-1.7080, 0.0815, 0.3759], [0.8994, -1.7715, 0.2628], [1.5318, -0.5383, -0.5605], [-0.5926, 0.1580, 0.6006], [-1.6809, 2.1775, -0.3226]], "nbo_charge": [-0.60, -0.03, 0.12, 0.25, 0.27, -0.77, 0.86, -0.49, 0.41], "homo_lumo_gap_ha": 0.3112, "total_charge": 0, "total_energy_ha": -644.2362}


(4)
{"formula": "CH14O5S", "method": "ωB97M-V with the def2-TZVPD basis set", "elements": ["C", "S", "H", "H", "H", "H", "O", "H", "H", "O", "H", "H", "O", "H", "H", "O", "H", "H", "O", "H", "H"], "positions_angstrom": [[2.45289, -1.05700, -0.44478], [2.11736, 0.53376, 0.37114], [2.08092, -1.87750, 0.15389], [2.05364, -1.09817, -1.44989], [3.53238, -1.19416, -0.49319], [1.49461, 1.13384, -0.64771], [-3.41556, 1.01017, -2.07331], [-3.29013, 0.70142, -1.16735], [-4.14192, 1.63813, -2.00930], [0.73620, 2.40489, 2.83317], [0.64309, 3.36236, 2.80329], [0.82891, 2.13504, 1.91200], [-0.92355, -2.58846, 0.56408], [-0.29347, -3.12723, 1.05159], [-0.47579, -2.34627, -0.25850], [-0.51678, -1.12834, -2.31372], [-0.60569, -0.23120, -1.98615], [-1.37027, -1.34213, -2.70056], [-1.63227, 0.31121, 0.91032], [-0.93218, 0.37100, 1.56904], [-1.75215, -0.63458, 0.76328]], "atomic_forces_ev_per_a": [[0.6163, -0.0264, 0.1236], [-0.0082, -0.0576, -0.1013], [-0.3624, -0.0606, 0.0741], [-0.2030, 0.0302, -0.0126], [-0.0032, 0.1121, -0.1140], [0.0000, -0.0159, -0.0724], [0.0071, -0.1224, 0.1299], [0.0982, 0.1061, 0.0252], [0.0371, -0.0079, -0.0568], [-0.0550, 0.0403, -0.0604], [-0.0306, -0.0342, 0.0190], [0.0398, -0.0241, 0.1039], [0.0488, 0.0504, -0.1319], [-0.0506, 0.0231, 0.0307], [-0.0610, 0.0328, -0.1041], [0.2251, -0.3419, 0.1796], [-0.1826, 0.2464, 0.0846], [-0.0975, 0.0923, -0.0568], [-0.2268, 0.1502, -0.2452], [-0.0179, -0.0305, -0.0181], [0.2263, -0.1627, 0.2028]], "nbo_charge": [-0.73, -0.07, 0.21, 0.24, 0.22, 0.13, -0.95, 0.48, 0.47, -0.94, 0.47, 0.47, -0.97, 0.48, 0.49, -0.96, 0.48, 0.48, -0.98, 0.48, 0.49], "homo_lumo_gap_ha": 0.3632, "total_charge": 0, "total_energy_ha": -820.8671}